(1)
# C10H21Cl2CoOP

C10H21Cl2CoOP as an isolated structure (the ωB97M-V functional and the def2-TZVPD basis, the Open Molecules 2025 dataset).

Geometry as XYZ:
```
36
Properties=species:S:1:pos:R:3
H 3.0705 -0.9220 -2.1461
H -0.9671 -2.0162 -2.1576
H 1.4646 -2.5199 -0.5032
H -0.2691 2.8132 0.5191
H 0.7146 0.3689 -0.6948
C 0.0223 2.6404 1.5618
C -2.8122 2.2495 2.0304
C 2.1909 -0.2630 -2.1453
C 0.0729 -2.3612 -2.0551
H -1.0258 -3.0464 0.3206
Cl -1.7145 0.5552 -1.2675
O -1.1300 0.1252 1.8197
C 0.8706 -2.0347 -3.3211
H -2.9953 2.2317 0.9496
H -3.5600 1.6266 2.5354
P -1.1854 1.5441 2.3280
H 0.4162 0.0774 -3.3179
H 0.2729 -2.2730 -4.2073
H 1.8497 -0.3552 -4.2619
Cl 2.5499 -0.2549 0.5852
H -1.5455 0.8967 4.6056
H 2.5326 0.7779 -2.1655
H 0.2964 -2.4430 1.5059
C -0.3301 -2.2534 0.6272
H -0.9788 2.5935 4.4981
C 1.4124 -0.5002 -0.8074
H 0.0447 3.5941 2.1045
H 1.7676 -2.6693 -3.3542
H 1.0128 2.1689 1.5894
C 0.7104 -1.7647 -0.7808
H 0.0427 -3.4483 -1.9075
H 0.1752 1.2436 4.2772
C 1.3024 -0.5701 -3.3394
H -2.8674 3.2764 2.4117
Co -0.5575 -0.6671 0.0649
C -0.8537 1.5793 4.0984
```

Total charge: -1
Energy above the lowest of the compared OMol25 structures with the same formula, charge and spin: 163.0 kJ/mol
Multiplicity: 5
E_LUMO (spin up / spin down): 2.953 / 2.906 eV

(2)
# C10H21Cl2OOsP

C10H21Cl2OOsP as an isolated structure (the ωB97M-V functional and the def2-TZVPD basis, the Open Molecules 2025 dataset).

Geometry as XYZ:
```
36
Properties=species:S:1:pos:R:3
C 0.3634 -1.1924 -3.3231
H 2.6661 2.5653 1.7069
C -1.3309 -2.6868 -2.1887
H 0.2467 4.4066 3.1902
C -0.1652 -2.6364 -3.1847
H 2.3462 2.3333 3.4619
H -2.1712 -2.0363 -2.5197
O 0.1793 1.6434 0.5355
H -0.4726 -2.9653 -4.1953
C -0.9102 -2.2658 -0.7382
C 1.0626 0.1567 -1.3563
H -0.5283 0.3204 2.9898
C -0.6923 1.4054 3.1297
H -1.7285 1.6542 2.8441
C -1.8608 -2.6215 0.2578
H -2.8576 -2.9608 -0.0366
H 2.3941 -0.5095 -2.9027
H 0.1886 -2.4794 -0.5265
Os -0.1753 -0.2952 -0.0632
Cl -2.2111 0.3960 -0.9178
H 1.6225 1.0726 -1.4676
Cl 1.1095 -1.2062 1.6849
H -0.4705 -0.4682 -3.2363
H 0.7474 -1.0591 -4.3460
C 2.0731 2.0044 2.4434
H 0.6442 -3.3275 -2.8938
H -0.9750 4.1688 1.9002
H 1.8765 -1.7160 -1.7281
H 0.7006 4.4969 1.4626
H 2.2684 0.9278 2.3109
H -0.5475 1.6936 4.1883
H -1.8299 -3.6763 -2.3135
P 0.3763 2.2260 1.9881
H -1.5183 -2.6814 1.2841
C 0.0630 3.9792 2.1854
C 1.5241 -0.8627 -2.3344
```

Energy above the lowest of the compared OMol25 structures with the same formula, charge and spin: 46.8 kJ/mol
Multiplicity: 5
E_LUMO (spin up / spin down): 0.279 / -0.906 eV

(3)
# C10H21ClF3O5P2PmS

C10H21ClF3O5P2PmS as an isolated structure (the ωB97M-V functional and the def2-TZVPD basis, the Open Molecules 2025 dataset).

Geometry as XYZ:
```
44
Properties=species:S:1:pos:R:3
H -1.5049 2.9019 -2.2453
F 0.7018 0.8142 5.3306
C -1.3447 -3.2671 0.5419
O -1.2403 -1.3688 4.0441
P -0.0963 2.5205 -0.3309
F -0.8503 1.8790 4.2096
C 0.1757 0.9983 4.1150
C 1.3419 3.3860 0.3446
H -1.5661 -4.3016 0.2434
H -1.6814 4.0797 0.6610
O 2.1788 0.4196 -2.2073
H -0.2916 -4.6192 -1.9879
H -0.4241 -0.9397 -3.4956
H -0.7768 4.4450 -1.6684
H 1.5897 -3.1218 1.2678
C 0.2462 -0.0752 -3.6427
O -1.2056 0.0656 2.0693
O 0.8239 -1.1951 2.6517
Cl -2.9978 0.0043 -1.7142
H -2.4032 2.4434 0.6104
F 1.1345 1.5817 3.3204
Pm -0.9246 -0.1229 -0.0922
P 0.0647 -2.6810 -0.5391
C -1.4731 3.0120 0.8177
H 1.2043 4.4737 0.3390
H 1.4504 -4.5552 0.1740
O 2.9385 -0.0429 1.0441
H 0.2257 3.2503 -2.5892
C 1.8076 -0.0754 0.7918
C 1.5204 -3.4608 0.2224
H 0.5632 -3.2509 -2.8073
H 2.2192 3.1197 -0.2631
H -2.2728 -2.6680 0.4156
H -1.2114 -3.1613 -2.5152
H -1.1677 2.8289 1.8629
S -0.3807 -0.5586 3.1985
C 1.0507 0.1786 -2.4702
H 0.9105 -0.2742 -4.5004
H -1.0425 -3.2345 1.6030
H 2.4154 -3.1184 -0.3204
C -0.5892 3.3809 -1.8615
C -0.2515 -3.5295 -2.1193
H 1.5122 3.0364 1.3731
H -0.3787 0.8024 -3.8816
```

Total charge: +2
Energy above the lowest of the compared OMol25 structures with the same formula, charge and spin: 116.1 kJ/mol
Multiplicity: 5
E_LUMO (spin up / spin down): -11.072 / -11.008 eV

Q: The highest energy above the lowest of the compared OMol25 structures with the same formula, charge and spin belongs to which entry?
A: C10H21Cl2CoOP

Q: What is the formula in the second record?
A: C10H21Cl2OOsP